This record from OMol25 describes C29H46BBrLaN9O2S3 as an isolated structure at a distorted geometry. The level of theory is ωB97M-V/def2-TZVPD.

Largest force on an atom: 0.020 hartree/bohr
LUMO: -5.021 eV
Frontier orbital gap: 7.74 eV
Energy above the lowest of the compared OMol25 structures with the same formula, charge and spin: 0.7 kcal per mole
Total charge: +2
HOMO energy: -12.8 eV

XYZ file:
```
92
Properties=species:S:1:pos:R:3:lowdin_charge:R:1
La 0.14459 -0.09624 -0.45618 1.3887
C -4.96077 -3.98635 0.04763 -0.0331
C -3.49743 -3.67346 0.36122 -0.5343
C -2.93790 -4.73583 1.31239 -0.0250
C -2.70856 -3.63390 -0.95753 -0.0516
N -3.38303 -2.36652 1.03569 0.0062
C -4.42882 -1.60178 1.47608 -0.0106
C -3.91337 -0.56059 2.16892 -0.0464
N -2.54811 -0.66417 2.15794 0.0080
B -1.70545 0.33212 2.99699 -0.5752
N -0.28842 -0.20756 3.31922 0.0128
C -0.13364 -1.12051 4.32937 -0.0419
C 1.18784 -1.28045 4.56270 -0.0097
N 1.86768 -0.46539 3.69450 0.0145
C 0.94472 0.16971 2.93459 -0.6539
S 1.25822 1.29270 1.67117 0.6095
C 3.33014 -0.26267 3.69111 -0.5413
C 3.61459 1.16142 4.17064 -0.0184
C 3.87406 -0.49709 2.27940 -0.0557
C 4.00163 -1.25997 4.63590 -0.0350
N -1.66069 1.73081 2.33713 0.0090
C -1.40031 2.83771 3.10000 -0.0418
C -1.49966 3.93341 2.31206 -0.0089
N -1.82721 3.51113 1.05182 0.0134
C -1.91063 2.16199 1.08668 -0.6622
S -2.30778 1.12873 -0.23696 0.6238
C -2.10451 4.38931 -0.10386 -0.5402
C -1.16632 4.01922 -1.25732 -0.0545
C -3.57507 4.20962 -0.48584 -0.0262
C -1.85613 5.84904 0.27645 -0.0339
C -2.24307 -1.76293 1.44695 -0.6739
S -0.64373 -2.29535 1.09829 0.6087
H -5.00823 -4.96800 -0.41770 0.0993
H -5.38486 -3.26287 -0.64578 0.0980
H -5.56683 -4.02666 0.94717 0.0912
H -2.96807 -5.70933 0.83311 0.0990
H -3.52805 -4.77604 2.22491 0.0993
H -1.90605 -4.51652 1.57579 0.0377
H -3.16496 -4.31325 -1.67294 0.0933
H -1.67902 -3.94262 -0.79467 0.0273
H -2.71843 -2.62849 -1.38365 0.0839
H -5.45207 -1.81965 1.25990 0.1263
H -4.40936 0.24548 2.66697 0.1382
H -2.25915 0.45214 4.03877 0.1353
H -0.97513 -1.58399 4.79960 0.1364
H 1.67103 -1.91027 5.27745 0.1245
H 3.16263 1.89476 3.50922 0.0511
H 4.68620 1.33239 4.19384 0.0979
H 3.22454 1.30692 5.17513 0.0979
H 3.48398 0.23673 1.58028 0.0103
H 3.60710 -1.49581 1.93873 0.0824
H 4.95565 -0.40575 2.29553 0.0974
H 3.74000 -1.07481 5.67448 0.0936
H 5.07853 -1.14452 4.54774 0.0983
H 3.75504 -2.28671 4.37437 0.0931
H -1.16397 2.75847 4.13962 0.1370
H -1.35806 4.96255 2.56541 0.1260
H -1.36374 3.01825 -1.63847 0.0183
H -0.12768 4.08154 -0.93519 0.0738
H -1.31209 4.72225 -2.07197 0.0972
H -3.78582 3.18322 -0.77147 0.0350
H -3.81764 4.85732 -1.32190 0.0974
H -4.21571 4.47526 0.35161 0.0985
H -0.82315 6.01505 0.57416 0.0948
H -2.52377 6.17945 1.06845 0.0937
H -2.05309 6.46870 -0.59432 0.0995
C 5.38464 -3.02250 -0.99923 -0.0211
C 4.64128 -1.77795 -1.34208 -0.2310
C 5.19456 -0.73991 -2.09330 0.0295
C 4.45657 0.41034 -2.33152 -0.0506
C 3.17534 0.46842 -1.81819 -0.6863
Br 2.05480 2.01441 -2.03076 0.8108
N 2.60527 -0.51819 -1.13221 -0.1351
C 3.33290 -1.61074 -0.89907 -0.1283
H 6.36189 -3.04245 -1.47140 0.0916
H 4.82250 -3.90224 -1.31063 0.0921
H 5.51957 -3.08182 0.08123 0.0940
H 6.19665 -0.82664 -2.48725 0.1344
H 4.86092 1.23651 -2.89304 0.1203
H 2.84090 -2.38747 -0.32203 0.1252
C -2.20877 -0.15281 -4.72651 0.0074
O -1.57266 -1.40248 -4.43042 0.0266
C -0.76381 -1.41335 -3.39919 -0.5637
O -0.48880 -0.42407 -2.71560 -0.1830
N -0.26538 -2.63968 -3.13777 0.0420
N 0.63422 -2.81006 -2.06866 0.0408
H -2.76163 -0.31819 -5.64657 0.1101
H -1.46368 0.63238 -4.85454 0.1053
H -2.88037 0.12390 -3.91212 0.1045
H -0.49061 -3.40950 -3.75960 0.1792
H 1.56097 -3.04939 -2.42483 0.1047
H 0.32016 -3.57489 -1.46559 0.0773
```

---

This record from OMol25 describes a 6-piece molecular cluster, C29H46Br2F3N6O2 overall at a distorted geometry. The level of theory is ωB97M-V/def2-TZVPD.

Largest force on an atom: 0.332 hartree/bohr
LUMO: 1.674 eV
Frontier orbital gap: 3.78 eV
Total charge: -1
HOMO energy: -2.1 eV

XYZ file:
```
88
Properties=species:S:1:pos:R:3:lowdin_charge:R:1
O -1.58068 -2.97745 3.88279 -0.1456
C -0.85464 -1.87377 3.91307 -0.3984
O -0.60494 -1.10620 5.16703 -0.2841
C -0.20669 -1.21935 2.54110 -0.1425
C 1.37419 -1.52919 2.36054 -0.1753
C 1.72879 -2.98878 1.75621 -0.6766
F 3.00413 -2.82182 1.00974 -0.1393
Br 2.07940 -4.39069 3.14418 0.7463
C 0.66362 -3.57096 0.68251 -0.6720
F 1.29400 -4.77791 0.09800 -0.1095
F -0.57720 -4.06462 1.29312 -0.0362
Br 0.32900 -2.35411 -0.88015 0.7135
H -0.29739 -0.05844 2.69961 0.1236
H -0.86665 -1.46653 1.62564 0.0578
H 1.85253 -1.46776 3.43248 0.1308
H 1.89287 -0.66420 1.75735 0.1238
C -3.31085 -0.23218 0.08271 -0.1051
C -3.89401 0.71390 -0.96191 -0.2757
C -2.88091 1.11048 -2.03768 -0.2233
C -1.71004 1.82152 -1.40092 -0.1909
N -0.77196 2.39139 -0.89099 0.1153
H -2.49002 0.23305 0.63576 0.0654
H -4.07623 -0.51071 0.81239 0.0811
H -2.93584 -1.14891 -0.38472 0.0669
H -4.27011 1.61105 -0.45712 0.0953
H -4.75175 0.23018 -1.44018 0.0968
H -3.34948 1.77518 -2.76681 0.0546
H -2.51844 0.22517 -2.56912 0.0957
C -2.82062 -2.00299 -5.31766 -0.1049
C -4.12509 -1.87269 -6.09735 -0.2712
C -4.47308 -0.42165 -6.43731 -0.1794
C -4.63517 0.37696 -5.16611 -0.1264
N -4.76399 1.01605 -4.14697 0.1563
H -2.87737 -1.49889 -4.34873 0.0586
H -2.59825 -3.05572 -5.12270 0.0776
H -1.98329 -1.57625 -5.87994 0.0805
H -4.93484 -2.32113 -5.51101 0.1139
H -4.04343 -2.44734 -7.02554 0.1082
H -5.40661 -0.38251 -7.00625 0.1134
H -3.68483 0.03002 -7.04738 0.1177
C -1.45344 1.15253 9.63867 -0.1252
C 0.06923 1.08919 9.69512 -0.2925
C 0.73064 1.49669 8.37724 -0.2156
C 0.28748 0.56269 7.27114 -0.0865
N -0.07464 -0.19635 6.37024 -0.0012
H -1.85888 0.45627 8.89924 0.0731
H -1.88133 0.88147 10.60847 0.0620
H -1.79487 2.16209 9.38562 0.0704
H 0.37205 0.07071 9.96318 0.1071
H 0.42338 1.75099 10.49297 0.0954
H 1.81976 1.44817 8.47283 0.0984
H 0.45865 2.52382 8.11219 0.1002
C 4.76723 0.19517 -0.76044 -0.1064
C 6.19378 0.67161 -0.50784 -0.2760
C 6.84495 -0.01120 0.69694 -0.1912
C 6.05109 0.28790 1.94642 -0.1925
N 5.41536 0.52800 2.94739 0.1245
H 4.10750 0.43085 0.07935 0.0684
H 4.35385 0.68730 -1.64533 0.0748
H 4.73931 -0.88689 -0.92776 0.0659
H 6.18405 1.75717 -0.35890 0.1117
H 6.79744 0.47449 -1.39988 0.0866
H 7.86826 0.35303 0.82729 0.1095
H 6.88679 -1.09469 0.54852 0.1092
C 6.60347 -3.30560 -2.52455 -0.1082
C 6.14753 -3.33060 -3.97983 -0.2695
C 7.17385 -2.71815 -4.93601 -0.1923
C 7.41342 -1.27249 -4.57146 -0.1896
N 7.60381 -0.11449 -4.27766 0.1203
H 6.74170 -2.28276 -2.16240 0.0544
H 5.85384 -3.77788 -1.88357 0.0794
H 7.54781 -3.84624 -2.40004 0.0782
H 5.19619 -2.79331 -4.06245 0.1138
H 5.95824 -4.36757 -4.27530 0.1087
H 6.80734 -2.77200 -5.96533 0.1110
H 8.12114 -3.26362 -4.88428 0.1142
C -6.33606 3.93884 -2.27002 -0.1099
C -5.53406 4.62020 -1.16593 -0.2722
C -6.32840 5.70575 -0.43627 -0.1894
C -6.74105 6.78196 -1.41230 -0.1969
N -7.07149 7.64418 -2.19427 0.1086
H -6.62327 4.64457 -3.05475 0.0693
H -5.74000 3.15328 -2.74292 0.0415
H -7.24612 3.48077 -1.86811 0.0792
H -4.62730 5.05366 -1.60239 0.1156
H -5.21315 3.86470 -0.44171 0.0977
H -5.71626 6.15316 0.35227 0.1138
H -7.22297 5.28041 0.02889 0.1155
```